(1)
2 unconnected molecules or ions with the total composition C5H8O. Source: the OMol25 dataset; level of theory: ωB97M-V/def2-TZVPD.

XYZ file:
```
14
Properties=species:S:1:pos:R:3:mulliken_charge:R:1
C -2.3133 0.4839 -0.4101 -0.98
C -1.1389 0.3009 -1.3318 -0.74
C 0.1009 0.1010 -0.9400 0.57
C 1.3060 -0.0840 -0.5706 0.31
C 2.5670 -0.2616 -0.2300 -0.43
O 3.0580 -0.3347 1.0335 -0.47
H -2.7343 1.4918 -0.5109 0.28
H -3.1125 -0.2260 -0.6536 0.30
H -2.0268 0.3352 0.6347 0.25
H -1.3324 0.3466 -2.4033 0.33
H 3.3584 -0.3707 -0.9661 0.33
H 2.3239 -0.2292 1.6555 0.28
H -0.1511 -0.7924 2.6974 0.25
H 0.0951 -0.7607 1.9953 -0.28
```

Calculated values
Structure (SMILES): CC=C=C=CO.[H][H]
Max |F|: 0.4 eV/Å
Energy: -270.42067 hartree
Frontier orbital gap: 9.09 eV
LUMO: 0.971 eV

=====

(2)
2 unconnected molecules or ions with the total composition C6H12NO at a distorted geometry. Source: the OMol25 dataset; level of theory: ωB97M-V/def2-TZVPD.

XYZ file:
```
20
Properties=species:S:1:pos:R:3:mulliken_charge:R:1
O 2.3390 -0.3428 -0.1221 -0.42
C 1.6472 -1.2918 0.0626 -0.10
C 0.2568 -1.1573 0.5407 0.02
C -0.3156 0.1468 0.7617 -0.34
C -1.4910 0.2817 -0.2000 -0.44
C -2.7718 0.0899 0.1487 0.11
C -3.9529 0.3627 -0.6930 -1.23
N 4.9493 1.1077 -0.4036 -0.68
H 2.0323 -2.3140 -0.0032 0.42
H -0.2368 -2.0418 0.9382 0.40
H -0.5078 0.3736 1.8066 0.44
H 0.4264 0.8342 0.3666 0.25
H -1.2489 0.3131 -1.2545 0.37
H -3.0327 -0.3052 1.1241 0.35
H -3.7878 0.7105 -1.7014 0.36
H -4.5130 -0.5747 -0.7675 0.33
H -4.6180 1.0529 -0.1824 0.34
H 4.0022 0.7828 -0.2866 0.36
H 5.2494 1.6470 0.3930 0.23
H 5.5735 0.3247 -0.5279 0.22
```

Calculated values
Max |F|: 2.1 eV/Å
Energy: -365.39720 hartree
Frontier orbital gap: 3.81 eV
LUMO: -8.237 eV
Charge: +1

=====

(3)
A gas-phase ion, C7H12N7 (charge +1) at a distorted geometry. Source: the OMol25 dataset; level of theory: ωB97M-V/def2-TZVPD.

XYZ file:
```
26
Properties=species:S:1:pos:R:3:mulliken_charge:R:1
C 1.6267 0.4984 2.2549 -1.29
C 0.9884 -0.4321 1.2061 0.38
C -0.1088 -1.1277 1.9059 -1.63
C 0.3770 0.4305 -0.0478 0.51
N 1.2977 1.4993 -0.6831 -0.37
C 1.8555 0.8827 -1.7759 -0.21
N 1.2644 -0.2369 -2.1357 -0.99
N 0.3355 -0.5610 -1.1717 0.26
N -0.9505 -0.5636 -1.6064 0.24
C -1.7863 -1.0009 -2.6620 0.07
N -2.9935 -0.5667 -2.4542 -0.66
N -2.9466 0.1472 -1.3564 0.28
C -1.7607 0.2127 -0.7896 -0.01
N -0.9611 0.8668 0.1089 -0.22
H 1.9619 1.3766 1.6752 0.30
H 2.3909 -0.0120 2.7035 0.42
H 0.8587 0.7795 2.9818 0.34
H 1.6989 -1.1514 0.8233 0.44
H -0.6970 -1.8751 1.2525 0.27
H -0.6632 -0.4202 2.4967 0.47
H 0.3819 -1.7592 2.6877 0.42
H 1.7971 2.2314 -0.1313 0.34
H 2.6356 1.3358 -2.2501 0.53
H -1.4571 -1.8155 -3.2955 0.40
H -3.8025 0.3101 -0.8439 0.30
H -1.3428 0.9511 1.1071 0.39
```

Calculated values
Structure (SMILES): CC(C)[C@@]12NC=NN1N1C=NNC1=[NH+]2
Max |F|: 4.6 eV/Å
Energy: -656.86463 hartree
Frontier orbital gap: 9.48 eV
LUMO: -2.900 eV
Charge: +1

=====

(4)
2 unconnected molecules or ions with the total composition C5H14N2P at a distorted geometry. Source: the OMol25 dataset; level of theory: ωB97M-V/def2-TZVPD.

XYZ file:
```
22
Properties=species:S:1:pos:R:3:mulliken_charge:R:1
C -0.5354 1.9623 0.6904 -0.35
C -1.1127 0.9110 1.6371 -0.54
C -1.0686 1.5456 -0.7249 -0.66
C -1.8107 0.0283 0.7421 -0.18
C 2.7457 -0.9339 -0.5715 -0.95
N 0.2191 -1.6850 0.2655 -0.61
N -1.8336 0.3629 -0.4858 0.11
P 1.3354 -1.9253 -0.8203 0.20
H -1.0183 2.9698 1.0689 0.27
H 0.5351 1.9550 0.7057 0.31
H -0.4193 0.3884 2.2015 0.32
H -1.8610 1.4151 2.3981 0.30
H -1.7812 2.2192 -1.1602 0.36
H -0.2767 1.6400 -1.4711 0.30
H -2.2602 -0.9866 1.1086 0.41
H 3.5586 -1.5366 -1.0955 0.33
H 3.1322 -0.9069 0.4136 0.34
H 2.7856 0.0001 -0.9587 0.40
H -0.5939 -2.2084 0.2294 0.21
H -2.4567 -0.1778 -1.0746 0.29
H 1.0343 -1.6970 -2.0702 0.07
H 1.6822 -3.3402 -1.0281 0.09
```

Calculated values
Max |F|: 4.5 eV/Å
Energy: -649.44555 hartree
Frontier orbital gap: 8.72 eV
LUMO: -3.689 eV
Charge: +1

=====

(5)
10 unconnected molecules or ions with the total composition C12H44O13 at a distorted geometry. Source: the OMol25 dataset; level of theory: ωB97M-V/def2-TZVPD.

XYZ file:
```
69
Properties=species:S:1:pos:R:3:mulliken_charge:R:1
C -0.3739 2.1282 -2.3139 -0.84
C -0.0648 3.5211 -1.6825 0.21
C -1.1694 4.5506 -1.9989 -1.26
O 0.0182 3.2939 -0.2789 -0.52
H -1.2583 1.7107 -1.8327 -0.23
H 0.4499 1.4196 -2.2286 0.35
H -0.4687 2.2385 -3.3942 0.57
H 0.9374 3.7056 -2.0694 0.37
H -1.2366 4.5803 -3.0864 0.39
H -1.0304 5.6038 -1.7548 0.34
H -2.1145 4.2884 -1.5234 0.23
H -0.8815 3.2004 0.0428 0.47
C 2.0692 -2.0910 -1.8606 -0.89
C 3.4966 -2.3510 -2.3313 0.58
C 3.7016 -3.8330 -2.7055 -1.45
O 3.6466 -1.6470 -3.5503 -0.55
H 1.8048 -2.8164 -1.0911 0.31
H 1.3354 -1.8702 -2.6358 0.54
H 2.1016 -1.1743 -1.2718 -0.10
H 4.2024 -1.9044 -1.6309 0.21
H 4.7185 -4.0315 -3.0439 0.44
H 2.9483 -4.2021 -3.4015 0.36
H 3.6285 -4.5249 -1.8664 0.35
H 4.4023 -2.0248 -4.0061 0.32
O -3.9140 1.1816 -0.8943 -0.65
C -3.3746 -0.1628 -1.0615 -0.10
C -3.2774 -0.5812 -2.5338 -0.73
O -4.5066 -0.7074 -3.1667 -0.56
H -4.8391 1.1478 -1.1486 0.30
H -2.4200 -0.3311 -0.5630 0.06
H -4.0972 -0.7673 -0.5133 0.64
H -2.8105 -1.5622 -2.6211 0.32
H -2.5878 0.1089 -3.0200 0.32
H -4.5627 0.1188 -3.6525 0.37
O 4.8608 -2.4630 2.6866 -0.55
C 3.4421 -2.2476 2.9010 -0.48
C 2.7304 -1.7445 1.6277 0.21
O 3.1923 -0.4761 1.2388 -0.59
H 5.2425 -1.7199 2.2137 0.33
H 3.0124 -3.2343 3.0738 0.30
H 3.2184 -1.6750 3.8012 0.21
H 1.6512 -1.6960 1.7729 0.10
H 2.8761 -2.4466 0.8068 0.01
H 2.4818 -0.0527 0.7515 0.43
O -1.4503 0.6952 2.3821 -0.48
C -2.4816 0.3369 3.2797 -0.48
C -3.5767 -0.4459 2.5137 -0.46
O -3.0224 -1.6838 2.0620 -0.51
H -0.6510 0.4737 2.8655 0.36
H -2.1424 -0.2636 4.1238 0.45
H -2.9123 1.2151 3.7607 0.35
H -3.9777 0.0699 1.6413 0.08
H -4.3813 -0.7641 3.1767 0.48
H -2.9909 -2.3383 2.7636 0.25
O -2.2286 2.6082 0.7595 -0.76
H -1.9309 1.8154 1.2057 0.32
H -2.8944 2.3015 0.1439 0.47
O 0.7701 0.1391 3.6063 -0.67
H 1.4317 0.0833 2.9168 0.24
H 1.1215 -0.3937 4.3197 0.30
O -0.5275 -1.6097 0.8159 -0.57
H -1.2402 -1.3673 1.4070 0.22
H -0.9499 -2.1273 0.1303 0.23
O 1.9629 3.6700 1.6094 -0.63
H 1.8980 3.6569 2.5644 0.29
H 1.1524 3.2594 1.3082 0.35
O 0.9691 0.7214 0.3142 -0.35
H 0.5362 1.4783 -0.0806 0.09
H 0.3349 0.0097 0.2271 0.28
```

Calculated values
Structure (SMILES): CC(C)O.CC(C)O.OCCO.OCCO.OCCO.O.O.O.O.O
Max |F|: 1.9 eV/Å
Energy: -1461.66039 hartree
Frontier orbital gap: 9.85 eV
LUMO: 0.134 eV

=====

(6)
A molecular structure, C27H25GeN4ReS at a distorted geometry. Source: the OMol25 dataset; level of theory: ωB97M-V/def2-TZVPD.

XYZ file:
```
59
Properties=species:S:1:pos:R:3:mulliken_charge:R:1
Re -0.9578 -1.0539 0.7576 0.48
C -2.7818 -5.0584 0.3887 -1.53
C -2.2642 -3.6716 0.2224 1.24
N -1.8637 -2.9384 1.2141 0.45
N -1.8975 -3.4502 2.4670 -1.26
C -1.4231 -2.6509 3.3805 0.60
N -1.3955 -3.0601 4.6492 -0.37
S -0.8367 -1.0192 3.0857 -0.43
C -2.2011 -3.0293 -1.0944 0.30
C -2.7197 -3.6166 -2.2350 -0.73
C -2.6965 -2.9163 -3.4312 -0.57
C -2.1532 -1.6421 -3.4481 -0.82
C -1.6464 -1.1145 -2.2760 -0.07
N -1.6599 -1.7895 -1.1199 0.01
H -2.6139 -5.3966 1.4044 0.37
H -2.2931 -5.7380 -0.3102 0.40
H -3.8547 -5.0805 0.1824 0.36
H -1.7362 -3.9771 4.8846 0.23
H -1.0452 -2.4580 5.3718 0.20
H -3.1479 -4.6070 -2.1832 0.42
H -3.1026 -3.3575 -4.3309 0.44
H -2.1132 -1.0560 -4.3546 0.45
H -1.1938 -0.1343 -2.2541 0.47
C -1.1428 0.7131 0.5392 -0.53
Ge 0.6778 1.5515 0.0761 1.11
C 1.7887 1.3665 1.6747 0.44
C 1.3263 1.9180 2.8674 -0.43
C 2.0625 1.7840 4.0348 -0.62
C 3.2700 1.0991 4.0167 -0.53
C 3.7423 0.5552 2.8305 -0.65
C 3.0032 0.6889 1.6622 -0.26
C 1.3718 0.5643 -1.4850 0.10
C 1.7408 -0.7738 -1.3290 -0.16
C 2.2078 -1.5189 -2.4011 -1.00
C 2.3130 -0.9308 -3.6565 -0.58
C 1.9489 0.3954 -3.8278 -0.78
C 1.4823 1.1383 -2.7484 -0.11
C 0.2398 3.4219 -0.2737 0.61
C 1.0695 4.1721 -1.1045 -0.38
C 0.8303 5.5249 -1.2990 -0.73
C -0.2350 6.1427 -0.6586 -0.47
C -1.0539 5.4075 0.1869 -0.75
C -0.8146 4.0542 0.3775 -0.43
H -1.9518 1.4339 0.6323 0.32
H 0.3893 2.4660 2.8900 0.33
H 1.6977 2.2202 4.9558 0.41
H 3.8477 0.9987 4.9265 0.40
H 4.6897 0.0322 2.8113 0.41
H 3.3872 0.2662 0.7406 0.39
H 1.6727 -1.2399 -0.3529 0.60
H 2.4975 -2.5522 -2.2575 0.46
H 2.6826 -1.5055 -4.4959 0.42
H 2.0265 0.8583 -4.8034 0.45
H 1.1791 2.1666 -2.9090 0.46
H 1.9285 3.7164 -1.5844 0.44
H 1.4826 6.0967 -1.9460 0.41
H -0.4212 7.1976 -0.8107 0.39
H -1.8769 5.8857 0.7016 0.40
H -1.4621 3.5011 1.0487 0.22
```

Calculated values
Max |F|: 1.4 eV/Å
Energy: -3816.02382 hartree
Multiplicity: 2
Frontier orbital gap (spin up / spin down): 6.61 / 6.44 eV
LUMO (spin up / spin down): -4.000 / -4.028 eV
⟨S²⟩: 0.770
Charge: +1

=====

(7)
2 unconnected molecules or ions with the total composition C2H2F2OS at a distorted geometry. Source: the OMol25 dataset; level of theory: ωB97M-V/def2-TZVPD.

XYZ file:
```
8
Properties=species:S:1:pos:R:3:mulliken_charge:R:1
C 0.8464 -0.5535 -0.9742 0.15
C -0.1135 0.5903 -0.5677 0.33
O 0.5357 -1.6661 -1.3440 -0.44
F 0.3085 1.7682 -0.3785 -0.19
F -1.4082 0.4612 -0.7971 -0.14
S -0.6164 -0.6766 2.1553 -0.19
H 1.8464 -0.1499 -0.8827 0.34
H -1.3989 0.2264 2.7890 0.14
```

Calculated values
Max |F|: 4.6 eV/Å
Energy: -750.43581 hartree
Frontier orbital gap (spin up / spin down): 8.63 / 6.73 eV
LUMO (spin up / spin down): -1.279 / -2.449 eV

=====

(8)
A molecular structure, C23H35CsGeN3SSe. Source: the OMol25 dataset; level of theory: ωB97M-V/def2-TZVPD.

XYZ file:
```
65
Properties=species:S:1:pos:R:3:mulliken_charge:R:1
Cs 0.1975 0.8756 -0.2377 1.00
C -2.3126 2.0311 2.2527 -1.22
C -1.3504 1.6347 3.3359 0.60
C -1.7573 1.6815 4.6846 -0.65
C -0.8717 1.3190 5.6568 -0.79
C 0.4257 0.9139 5.2832 1.18
C 1.3902 0.5477 6.2550 -0.64
C 2.6559 0.1704 5.8811 -0.74
C 2.9928 0.1446 4.5328 -0.31
C 2.0881 0.4865 3.5162 0.63
S 2.5876 0.3937 1.9120 -0.36
C 0.7471 0.8917 3.9097 -0.67
N -0.1474 1.2452 2.9577 0.01
H -3.2427 2.4295 2.6505 0.39
H -2.5663 1.1602 1.6417 0.21
H -1.8707 2.7862 1.6003 0.22
H -2.7613 2.0071 4.9185 0.37
H -1.1502 1.3441 6.7022 0.43
H 1.1068 0.5752 7.2993 0.40
H 3.3853 -0.1049 6.6289 0.40
H 3.9855 -0.1506 4.2194 0.44
C 4.6040 2.6025 -1.8491 -0.90
N 4.0422 3.5308 -0.8855 0.22
C 4.7375 4.1685 0.1214 -0.40
C 3.8626 4.9742 0.7589 -0.40
N 2.6410 4.8192 0.1356 0.25
C 1.4220 5.5302 0.4715 -0.84
C 2.7569 3.9336 -0.8734 -0.36
Se 1.4281 3.4382 -2.0749 -0.37
H 5.6728 2.5280 -1.6695 0.31
H 4.4150 2.9688 -2.8562 0.38
H 4.1413 1.6230 -1.7372 0.31
H 5.7835 3.9840 0.2806 0.43
H 3.9849 5.6421 1.5911 0.44
H 1.6594 6.2869 1.2142 0.31
H 0.6826 4.8393 0.8758 0.25
H 1.0197 5.9958 -0.4259 0.39
C -1.5570 -5.4229 -0.5851 -0.98
C -3.0340 -5.0822 -0.7042 -0.59
C -3.3201 -3.8789 -1.6001 -0.06
C -2.6686 -2.5743 -1.0911 -0.98
Ge -0.9470 -2.0942 -1.9274 -0.20
C -1.2868 -0.9207 -3.4755 -0.66
C -2.3254 -1.4080 -4.5015 -0.48
C -1.7395 -2.2585 -5.6249 -0.48
C -1.1839 -3.6075 -5.2028 -0.90
H -1.4033 -6.3122 0.0255 0.37
H -0.9827 -4.6149 -0.1255 0.20
H -1.1150 -5.6140 -1.5652 0.25
H -3.4545 -4.8911 0.2882 0.32
H -3.5706 -5.9520 -1.0908 0.36
H -4.4010 -3.7332 -1.6678 0.32
H -2.9935 -4.1080 -2.6191 -0.10
H -2.5690 -2.6379 -0.0041 0.52
H -3.3366 -1.7259 -1.2668 0.48
H 0.0041 -3.2851 -2.1615 -0.02
H -0.3535 -0.6660 -3.9866 0.36
H -1.6333 0.0242 -3.0403 0.42
H -2.8021 -0.5354 -4.9552 0.34
H -3.1312 -1.9514 -3.9957 0.22
H -0.9543 -1.6810 -6.1233 0.27
H -2.5136 -2.4119 -6.3813 0.34
H -0.3292 -3.5149 -4.5309 0.18
H -0.8474 -4.1746 -6.0707 0.39
H -1.9366 -4.2146 -4.6946 0.16
```

Calculated values
Max |F|: 0.6 eV/Å
Energy: -5958.11432 hartree
Frontier orbital gap (spin up / spin down): 7.10 / 4.64 eV
LUMO (spin up / spin down): -3.052 / -4.963 eV
Charge: +1